A structure of composition C39H44BrInN4O10S5. Source: OMol25; level of theory: ωB97M-V/def2-TZVPD.

```
104
Properties=species:S:1:pos:R:3:forces:R:3:lowdin_charge:R:1
C -3.351191 -0.331962 2.793674 0.012 -0.085 -0.306 -0.029
O -0.599065 -1.452564 2.393540 -0.537 0.586 -0.351 -0.325
C 0.955065 0.137917 -3.481183 0.024 0.608 -0.074 -0.045
H 1.018110 0.196563 -0.880764 -0.149 -0.301 -0.332 0.084
H 2.946318 2.006458 3.086854 -0.073 -0.021 -0.019 0.136
H -0.413517 6.911269 -2.731627 0.000 -0.158 0.040 0.120
H 3.873669 -0.455589 2.724753 0.075 0.131 0.106 0.058
H 1.024421 6.590160 -0.750743 -0.065 -0.165 0.010 0.131
H 2.010786 1.705117 -1.277397 0.299 0.026 0.076 0.111
C 0.292053 3.637131 -3.119387 3.655 -1.192 -2.102 -0.257
C 5.127867 -2.954814 0.300465 0.145 0.024 -0.004 -0.488
O 1.097281 -3.166512 -2.013140 -0.083 -0.247 -0.319 -0.151
H 2.022654 4.372491 -0.243726 -0.180 0.046 -0.142 0.138
C 0.851445 1.570858 -3.095051 0.154 -0.405 0.272 -0.230
H -7.338034 0.951411 2.512588 0.035 -0.099 -0.036 0.085
H -2.165460 -3.721684 -0.615732 -0.184 0.273 -0.119 0.128
C 4.029669 -2.513353 3.295597 -0.020 0.123 0.129 -0.460
H -4.605107 3.138573 -0.433721 0.045 -0.051 0.037 0.111
H -4.387315 2.651002 -2.950332 0.064 0.052 -0.016 0.078
H -1.096375 4.171641 -2.667816 -4.459 -1.798 3.391 -0.023
C -3.872945 -0.857729 0.483889 0.124 -0.008 -0.069 -0.052
C -0.861120 4.113639 -0.542357 -2.497 -1.295 3.018 -0.032
C -4.700708 -0.131584 3.036149 -0.036 0.015 -0.002 -0.029
H -7.425004 -0.667813 3.198572 0.023 0.026 -0.063 0.082
C 0.889400 -1.476811 -5.251287 -0.032 -0.117 -0.061 -0.672
H 4.943795 -4.831708 -0.726751 0.083 0.054 -0.096 0.089
C 3.166348 -5.237555 1.628819 -0.015 -0.041 0.015 -0.435
C -3.729361 3.523451 -2.970587 0.064 0.072 0.101 -0.035
H -3.542114 -1.143886 -0.509776 -0.001 0.055 0.108 0.122
C 0.705600 -4.492050 -2.423056 -0.063 0.219 0.136 -0.058
O 0.437627 -3.978110 1.084963 -1.129 -0.374 -0.178 -0.269
O -1.176463 -5.545652 0.797635 0.737 1.164 0.063 0.043
H 1.410750 -5.072340 2.857701 -0.014 -0.084 0.023 0.074
C -0.775884 -4.377371 0.753916 1.251 -1.271 0.514 -0.607
H 0.971325 -3.547440 -4.684745 -0.005 0.120 0.010 0.104
C 4.344246 -3.936665 -0.552615 0.178 -0.218 -0.135 -0.500
C -1.588491 3.987632 -1.717387 -4.015 -1.409 1.013 -0.024
H 0.624354 1.117145 3.771467 -0.126 -0.154 0.067 0.115
C 0.863428 -0.169861 -4.845794 -0.033 0.258 0.032 -0.069
C -2.949168 -0.707161 1.506192 -0.208 0.144 0.416 -0.283
C -2.934370 3.634467 -1.690597 0.113 0.075 0.340 -0.217
H -2.616017 -0.204423 3.582108 -0.066 -0.043 -0.133 0.120
H -5.026744 0.165656 4.030877 0.048 -0.071 -0.144 0.120
C -2.848954 3.512648 0.725774 -0.117 0.022 0.110 -0.049
C 1.095214 3.476340 -1.995050 1.382 -0.648 -1.420 -0.165
C 0.010089 5.930801 -2.539911 0.894 0.437 -0.787 -0.045
O -1.381769 4.646593 3.178034 0.169 0.006 -0.035 -0.289
H -5.942604 -0.779830 -0.049184 0.096 -0.015 0.139 0.116
H 0.186731 4.405552 -0.552824 -4.475 -1.166 2.203 -0.017
N -0.409134 2.441616 2.510219 0.791 -0.470 0.234 -0.115
S -1.246415 -0.948619 1.162852 -0.028 0.090 0.181 0.572
C 4.451235 -1.325874 2.445319 0.146 -0.101 -0.085 -0.472
O 2.530635 1.080162 0.338612 -0.637 -0.161 0.567 -0.028
C 0.793655 2.089378 3.323259 -0.443 0.332 -0.446 -0.175
C -7.122923 -0.103359 2.313204 0.158 0.034 0.012 -0.047
C 2.108727 0.901168 1.495660 0.365 -0.795 0.010 -0.584
H -3.072793 3.442852 -3.838496 -0.028 -0.049 0.037 0.073
O -0.686229 0.304680 0.649207 -0.036 -0.221 0.144 -0.317
C 1.053897 -2.222468 -2.998100 -0.069 -0.272 0.230 -0.202
C -5.651555 -0.305957 2.024418 -0.129 0.084 0.136 -0.260
H -0.909020 5.017973 -4.270568 0.085 -0.033 0.120 0.151
C -1.500623 3.869567 0.671014 -0.651 0.258 -0.761 -0.257
H 4.250787 -5.200684 1.734235 -0.014 -0.010 0.067 0.075
S -0.586665 4.036643 2.148092 -0.534 -0.085 0.050 0.651
C -1.709991 -3.324953 0.288479 0.253 1.164 -0.154 -0.158
H 5.507541 -1.113287 2.603681 0.057 -0.010 0.065 0.094
C -0.267958 4.886184 -3.403065 3.610 3.151 -2.901 -0.084
O 1.165334 -0.710795 -1.218543 0.433 0.149 0.309 -0.015
C 1.066498 -0.892304 -2.573518 -0.029 -0.063 0.437 -0.139
C 1.395437 4.520230 -1.118531 4.679 1.501 -2.183 -0.090
C 0.973333 -2.523398 -4.338000 0.039 0.008 -0.307 -0.054
H 5.437014 -3.406966 1.242473 0.035 -0.047 -0.095 0.065
C 2.444075 -4.740590 2.879048 -0.027 -0.190 0.058 -0.490
N 0.160595 2.425717 -3.796940 -0.316 1.120 0.222 0.216
H 4.106290 -3.495440 -1.526929 0.091 -0.049 0.062 0.084
H -4.361024 4.406615 -3.108897 0.025 -0.052 0.006 0.084
H -2.469687 -3.290545 1.075267 -0.160 0.215 -0.166 0.131
H -0.430509 1.897671 1.639327 -0.200 -0.004 0.369 0.058
C 2.047717 2.065776 2.458898 0.065 -0.232 0.137 -0.078
H -3.325419 3.333928 1.685681 0.021 0.012 -0.124 0.116
S 2.742964 -4.417824 0.079018 -0.040 0.248 -0.281 0.963
S 4.185638 -1.466179 0.665626 -0.086 0.170 -0.255 0.958
H 0.759777 0.644294 -5.550282 0.011 -0.056 0.031 0.112
H 0.573900 -5.075981 -1.521525 0.028 0.010 0.114 0.066
In 1.261002 -1.964891 0.736111 -0.212 -1.267 0.490 0.758
H 1.471892 -4.953866 -3.048207 0.047 0.036 0.033 0.101
H 4.627259 -3.398768 3.095053 0.095 -0.009 0.000 0.066
C 0.835381 5.750025 -1.410184 2.213 1.223 -1.284 -0.074
N -1.055593 -2.005211 0.019630 -0.455 -0.574 0.018 -0.196
H 2.875838 -6.276950 1.496161 0.129 -0.141 0.049 0.089
S 2.294963 -2.979651 3.127550 -0.204 0.295 0.020 0.977
H 2.927377 -5.156743 3.762353 0.028 -0.111 0.029 0.091
C -5.216708 -0.659640 0.752315 -0.197 0.025 -0.111 -0.034
H -7.743452 -0.424526 1.474221 0.084 0.033 0.067 0.075
O 0.683657 4.643117 1.830221 0.226 0.284 0.047 -0.304
H 6.026974 -2.656592 -0.236286 0.090 -0.040 0.020 0.084
H -0.237917 -4.452581 -2.969086 -0.005 0.067 -0.001 0.111
H 2.095744 2.978027 1.880091 0.198 0.110 -0.012 0.092
H 4.184612 -2.242961 4.338566 0.118 -0.021 0.071 0.088
C -3.551937 3.403249 -0.459714 -0.237 -0.090 0.275 -0.040
O 1.813893 -0.278305 1.991322 -0.080 1.124 -1.046 -0.188
H 0.892211 2.827205 4.118212 -0.004 0.006 0.016 0.121
Br 0.783495 -1.890664 -7.094915 0.001 -0.002 -0.013 0.752
N 1.455775 2.140447 -2.004657 -0.389 0.305 0.061 0.213
```
Forces are in eV/Å.

Charge = 0
Kohn-Sham gap = 0.2462 Eh
DFT total energy = -196980.3940 eV
E_HOMO = -6.972 eV
LUMO energy = -0.273 eV
Strongest force on any atom = 5.9 eV/Å
Relative energy (zero: lowest compared OMol25 entry of this formula, charge and spin) = 775.6 kJ/mol